1.
# C14H19N3O3

The molecule C14H19N3O3 (ωB97M-V/def2-TZVPD, the Open Molecules 2025 dataset).

```
! RIJCOSX wB97M-V def2-TZVPD def2/J DEFGRID3
* xyz 0 1
C -2.9220 -1.6636 -1.6505
C -3.9034 -1.9239 -0.6970
C -3.7135 -1.0375 0.5792
C -2.5671 -1.5473 1.3824
C -1.4046 -0.7736 0.9882
C -1.7566 0.7213 1.6493
N -1.2364 1.7547 1.3960
N -0.1888 1.9022 0.1759
C 0.4203 3.0580 -0.1510
O 0.2786 4.0737 0.3882
C 1.4887 2.9771 -1.1106
C 2.3341 1.7387 -0.8420
C 2.3364 0.2082 -1.4540
C 3.1274 -0.5789 -0.9036
C 4.0234 -0.4880 -0.0521
C 4.1047 0.7380 0.8116
C 3.4130 1.6552 0.3292
H 3.4353 2.7311 0.8269
H 5.0106 0.9980 1.4067
N 4.8282 -1.5256 0.6186
O 5.6472 -1.3598 1.2612
O 4.5437 -2.5579 0.1400
H 3.0180 -1.5254 -1.3444
H 1.5371 0.2966 -1.9662
H 2.1132 3.8734 -1.4732
H 1.1240 2.5953 -2.0841
H 0.1442 0.8205 -0.1285
H -2.4245 1.1037 2.3236
H -0.6335 -1.0084 1.7940
H -1.1533 -0.6468 0.1468
H -2.3340 -2.4343 1.1275
H -2.8809 -1.4974 2.3500
H -4.7252 -1.2646 1.2438
H -3.8652 -0.1871 0.3592
H -5.0560 -1.7037 -1.1182
H -4.0532 -2.7794 -0.4268
H -2.8371 -0.5905 -2.0953
H -2.0181 -2.0477 -1.1447
H -3.2549 -2.1042 -2.6562
*
```

## Properties
E_HOMO: -9.041 eV
SMILES: CCCCC/C=N\NC(=O)Cc1ccc([N+](=O)[O-])cc1
calculated total energy: -934.1483 Eh
relative energy (zero: lowest compared OMol25 entry of this formula, charge and spin): 2010.39 kJ/mol

Atom charges from the natural (NBO) analysis, given in e for atoms 1 to 4:
1 C -0.63
2 C -0.34
3 C -0.33
4 C -0.42



2.
# C14H19NO4RuSSi

A structure of composition C14H19NO4RuSSi (ωB97M-V/def2-TZVPD, the Open Molecules 2025 dataset).

```
! RIJCOSX wB97M-V def2-TZVPD def2/J DEFGRID3
* xyz 1 6
Ru -0.1995 -0.6956 0.5404
O -0.8439 0.4202 4.4213
C -0.7464 -0.2006 3.2645
O -0.2480 0.4443 2.2331
C -1.1565 -1.5315 3.1288
C -1.9092 -2.3473 3.9955
C -2.3034 -3.5840 3.5586
C -1.9866 -4.0427 2.2464
C -1.2487 -3.2253 1.4533
N -0.8073 -2.0278 1.8967
C -0.8979 -3.4273 0.0049
O -1.0986 -4.4278 -0.6001
O -0.4152 -2.2823 -0.5700
H -0.5065 1.3264 4.3324
H -2.1833 -1.9725 4.9721
H -2.8927 -4.2145 4.2106
H -2.3094 -5.0036 1.8698
C 2.6032 1.7863 -3.9489
Si 3.1046 1.9780 -2.1769
C 4.7889 1.3012 -1.8391
C 2.9500 3.7364 -1.6177
C 1.8540 0.9972 -1.1825
C 0.9803 0.3672 -0.5628
H 3.2869 2.3568 -4.5822
H 1.5900 2.1616 -4.1076
H 2.6364 0.7406 -4.2630
H 5.5117 1.8720 -2.4268
H 4.8703 0.2503 -2.1240
H 5.0534 1.3944 -0.7842
H 3.6397 4.3548 -2.1971
H 3.1998 3.8400 -0.5595
H 1.9357 4.1097 -1.7734
C -3.1625 -0.5815 -1.4569
S -2.7407 0.0083 0.1961
C -2.6703 1.7978 -0.0306
H -2.6720 0.0372 -2.2048
H -4.2425 -0.5479 -1.5771
H -2.8116 -1.6066 -1.5452
H -3.6682 2.2118 0.0913
H -2.2767 2.0279 -1.0182
H -2.0074 2.1986 0.7329
*
```

## Properties
E_HOMO (alpha / beta): -10.111 / -13.233 eV
calculated total energy: -1682.8396 Eh
relative energy (zero: lowest compared OMol25 entry of this formula, charge and spin): 0.00 kJ/mol

Atom charges from the natural (NBO) analysis, given in e for atoms 1 to 4:
1 Ru 1.40
2 O -0.62
3 C 0.67
4 O -0.68



3.
# C14H19NO4S

The molecule C14H19NO4S (ωB97M-V/def2-TZVPD, the Open Molecules 2025 dataset).

```
! RIJCOSX wB97M-V def2-TZVPD def2/J DEFGRID3
* xyz 0 1
O -2.2641 1.6353 0.2761
C -1.9053 0.9214 -0.6422
N -1.7318 -0.4057 -0.5411
H -1.2673 -0.9062 -1.2864
C -1.7507 -1.0907 0.7310
H -2.6394 -1.7285 0.7893
H -1.7948 -0.3343 1.5176
C -0.4901 -1.9574 0.8634
C -0.3888 -2.6394 2.2342
H 0.6577 -2.7470 2.5182
C -1.0093 -4.0098 1.9690
H -2.0963 -3.9560 2.0339
C -0.5721 -4.2602 0.5276
H 0.4350 -4.6998 0.5002
H -1.2533 -4.9080 -0.0287
O -0.5486 -2.9949 -0.1083
H -0.6522 -4.7794 2.6487
H -0.9079 -2.0782 3.0068
H 0.3839 -1.3316 0.6448
C -1.5812 1.4762 -2.0070
H -1.9534 2.4878 -2.1345
H -1.8988 0.8341 -2.8226
S 0.2505 1.5369 -2.0973
O 0.7193 0.1856 -1.9480
O 0.6114 2.2297 -3.3044
C 0.7822 2.5649 -0.6664
C 1.2729 1.7024 0.4394
C 2.4528 0.9835 0.2780
C 2.9083 0.1534 1.2859
C 2.1962 0.0402 2.4690
C 1.0224 0.7547 2.6365
C 0.5582 1.5778 1.6251
H -0.3642 2.1243 1.7529
H 0.4651 0.6715 3.5578
H 2.5569 -0.6017 3.2592
H 3.8222 -0.4049 1.1491
H 3.0047 1.0721 -0.6451
H -0.0854 3.1538 -0.3830
H 1.5580 3.2059 -1.0790
*
```

## Properties
E_HOMO: -9.422 eV
SMILES: O=C(CS(=O)(=O)Cc1ccccc1)NC[C@H]1CCCO1
calculated total energy: -1298.7842 Eh
relative energy (zero: lowest compared OMol25 entry of this formula, charge and spin): 93.96 kJ/mol

Atom charges from the natural (NBO) analysis, given in e for atoms 1 to 4:
1 O -0.64
2 C 0.66
3 N -0.60
4 H 0.42



4.
# C14H20BCoN3

A structure of composition C14H20BCoN3 (ωB97M-V/def2-TZVPD, the Open Molecules 2025 dataset).

```
! RIJCOSX wB97M-V def2-TZVPD def2/J DEFGRID3
* xyz 0 4
C -2.5674 -0.4518 1.4962
C -1.7943 0.6872 -1.8975
H -3.0723 -1.3534 1.1032
H -3.3477 0.2885 1.7769
H -1.9928 -0.7155 2.4004
H -1.0032 1.2446 -2.4264
H -1.8934 -0.2786 -2.4191
H -2.7291 1.2563 -2.0227
C -0.5774 -2.5561 0.1847
C 0.3251 -3.6307 0.1517
C 1.5191 -3.4933 -0.5529
C 1.8104 -2.2588 -1.1213
H -1.5216 -2.6220 0.7166
H 0.0600 -4.5620 0.6480
H 2.2333 -4.3116 -0.6457
H 2.7451 -2.0765 -1.6530
N -0.3100 -1.3779 -0.3967
C 0.9145 -1.1818 -0.9812
C 1.3477 0.1767 -1.3605
N 0.6345 1.2108 -0.9086
C 0.8432 2.4633 -1.2747
C 2.7740 1.7746 -2.5185
C 1.9422 2.8051 -2.0742
H 0.0821 3.1767 -0.9754
H 2.0808 3.8548 -2.3340
C 2.4854 0.4463 -2.1721
H 3.1143 -0.3831 -2.5014
H 3.6529 1.9964 -3.1227
Co -1.6865 0.2666 -0.0209
C -2.0619 2.1474 0.3095
H -2.4578 2.7042 -0.5500
H -1.1316 2.6264 0.6507
H -2.7800 2.1596 1.1392
B 0.5357 -0.1443 3.8148
C 0.1766 0.2867 2.3804
N -0.2360 0.5513 1.3099
H -0.3015 0.2927 4.5841
H 1.6297 0.3413 4.0006
H 0.5579 -1.3604 3.8356
*
```

## Properties
E_HOMO (alpha / beta): -8.332 / -8.796 eV
calculated total energy: -2117.1188 Eh
relative energy (zero: lowest compared OMol25 entry of this formula, charge and spin): 346.85 kJ/mol

Atom charges from the natural (NBO) analysis, given in e for atoms 1 to 4:
1 C -0.96
2 C -0.90
3 H 0.19
4 H 0.22



5.
# C14H20CaN2O4S2

A structure of composition C14H20CaN2O4S2 (ωB97M-V/def2-TZVPD, the Open Molecules 2025 dataset).

```
! RIJCOSX wB97M-V def2-TZVPD def2/J DEFGRID3
* xyz 0 1
Ca 0.3841 -0.2842 0.5814
C -0.1944 2.7207 -0.7838
C -0.4873 1.8620 -1.9827
O -0.1984 0.4789 -1.6922
C -1.2495 -0.4430 -2.0571
C -2.4081 -0.3498 -1.0890
O -1.8703 -0.5841 0.2087
C -2.7635 -0.4669 1.3134
C -1.9029 -0.4949 2.5628
O -0.8460 0.4780 2.4640
C -1.2495 1.8470 2.6360
C -0.5812 2.7073 1.6001
O -0.9114 2.1534 0.3196
H 0.8705 2.7452 -0.5630
H -0.5345 3.7387 -0.9869
H -1.5337 1.9568 -2.2755
H 0.1325 2.1879 -2.8151
H -1.5953 -0.2570 -3.0719
H -0.8129 -1.4406 -2.0068
H -2.8789 0.6346 -1.1072
H -3.1557 -1.1027 -1.3381
H -3.3239 0.4642 1.2201
H -3.4676 -1.2982 1.3279
H -2.5046 -0.3350 3.4545
H -1.4103 -1.4615 2.6449
H -2.3341 1.9192 2.5425
H -0.9635 2.1846 3.6291
H -0.9652 3.7241 1.6970
H 0.5035 2.7341 1.7316
S 0.1767 -3.0463 0.6260
C 1.5969 -2.7521 -0.3628
C 2.4343 -3.7813 -0.8422
C 3.5384 -3.4701 -1.6021
C 3.8379 -2.1369 -1.8959
C 2.9905 -1.1798 -1.4040
N 1.8970 -1.4686 -0.6698
H 2.1857 -4.8042 -0.5900
H 4.1837 -4.2626 -1.9669
H 4.7069 -1.8581 -2.4773
H 3.1779 -0.1249 -1.5774
S 2.4244 -0.1395 2.5482
C 2.5844 1.0821 1.4317
N 2.5172 1.9236 0.6181
*
```

## Properties
E_HOMO: -7.134 eV
calculated total energy: -2430.0247 Eh
relative energy (zero: lowest compared OMol25 entry of this formula, charge and spin): 19.13 kJ/mol

Atom charges from the natural (NBO) analysis, given in e for atoms 1 to 4:
1 Ca 1.71
2 C -0.12
3 C -0.08
4 O -0.58



6.
# C14H20ClF6O8P

A cluster of 3 separate species, C14H20ClF6O8P in total (ωB97M-V/def2-TZVPD, the Open Molecules 2025 dataset).

```
! RIJCOSX wB97M-V def2-TZVPD def2/J DEFGRID3
* xyz 0 1
O -2.6788 -0.1125 -0.8507
C -1.7989 0.4353 -0.2415
O -1.6403 1.7762 -0.2491
C -0.6719 2.1513 0.7583
C -0.6324 0.9513 1.7082
C 0.4836 0.9889 2.7554
C 1.8685 0.5032 2.3249
O 2.1377 0.8474 0.9670
C -0.7256 -0.1799 0.6551
P -1.0566 -1.9843 0.9570
O 0.4286 -2.5713 0.6097
Cl -1.0289 -2.0622 3.0420
H -0.9959 3.0826 1.2264
H 0.2886 2.3148 0.2610
H -1.5888 0.9668 2.2490
H 0.1964 0.3938 3.6222
H 0.5655 2.0260 3.1095
H 1.9411 -0.5878 2.4586
H 2.6206 0.9492 2.9846
H 3.0895 0.9328 0.8376
H 0.1881 -0.1140 0.0486
H 1.1527 -2.0540 0.9866
C 8.3204 -0.3066 -0.4140
C 7.5542 -0.1081 -1.7021
O 6.3756 0.7043 -1.4918
C 6.5734 2.0116 -1.4454
O 7.6057 2.5985 -1.5615
C 5.2199 2.7289 -1.2544
F 4.4955 2.1393 -0.2837
F 4.5095 2.6744 -2.3834
F 5.4012 3.9969 -0.9199
H 7.6755 -0.7395 0.3511
H 9.1571 -0.9829 -0.5853
H 8.7139 0.6377 -0.0403
H 7.1701 -1.0513 -2.0828
H 8.1693 0.3539 -2.4728
C -5.4586 -1.5586 -2.3056
C -5.8488 -0.9484 -0.9801
O -7.2814 -1.0063 -0.7718
C -7.7632 -2.1587 -0.3438
O -7.1570 -3.1566 -0.0904
C -9.2917 -2.0393 -0.1571
F -9.8694 -1.4547 -1.2109
F -9.5586 -1.2991 0.9285
F -9.8369 -3.2391 0.0101
H -5.9973 -1.0747 -3.1212
H -4.3892 -1.4239 -2.4601
H -5.6832 -2.6245 -2.3300
H -5.6057 0.1104 -0.9530
H -5.3431 -1.4373 -0.1491
*
```

## Properties
E_HOMO: -9.697 eV
SMILES: O=C1OC[C@H](CCO)[C@H]1P(O)Cl.CCOC(=O)C(F)(F)F.CCOC(=O)C(F)(F)F
calculated total energy: -2548.2197 Eh

Atom charges from the natural (NBO) analysis, given in e for atoms 1 to 4:
1 O -0.58
2 C 0.81
3 O -0.49
4 C -0.08